12
Properties=species:S:1:pos:R:3:forces:R:3:nbo_charge:R:1 method="wB97M-V/def2-TZVPD" multiplicity=1 de_lowest_kj_mol=328.7 total_charge=0 lumo_energy_ev=1.07 homo_energy_ev=-8.9 orbital_gap_ha=0.368 smiles="O=CNN1CC1"
C -1.6296 -0.0873 -0.1015 1.197 -0.232 0.599 -0.285
O 2.6014 1.4640 0.0847 0.012 -0.287 0.367 -0.578
H -0.8354 -2.1402 0.2059 0.754 0.285 0.090 0.224
H 1.9937 -0.4788 0.4849 -0.072 0.883 -0.107 0.119
H 0.5278 1.5922 -0.9573 -0.591 -0.018 -0.439 0.400
H -2.5580 -0.3846 -0.6393 1.064 0.006 0.550 0.218
C -0.5172 -1.1067 0.3667 -3.082 0.408 -0.324 -0.272
N 0.4796 0.7703 -0.3756 2.996 0.656 0.788 -0.518
N -0.3259 -0.2987 -0.7995 -0.565 0.227 -0.769 -0.252
H 0.0797 -0.8034 1.2009 -0.175 -0.346 0.578 0.210
H -1.6085 0.9029 0.4074 -0.403 -1.090 -0.312 0.215
C 1.7925 0.5704 0.1229 -1.134 -0.492 -1.020 0.518